1.
Density functional theory data (ωB97M-V/def2-TZVPD) for a structure of composition C32H58BN9OReS3Si at a distorted geometry.

```
106
Properties=species:S:1:pos:R:3:forces:R:3
Re 0.808195 -0.748422 -0.091469 0.1817 0.9497 -0.8067
C 0.985918 1.307611 4.550616 -0.0933 0.0360 0.0083
C -0.449364 1.157019 5.062217 0.0006 -0.0227 -0.0098
C -0.451226 0.074080 6.140851 0.0521 0.0120 0.0667
C -0.983100 2.446546 5.688681 0.0394 -0.0970 -0.0135
N -1.319919 0.708918 3.942247 0.0003 0.0624 -0.1698
C -1.961115 -0.511234 3.930743 -0.2099 -0.1710 -0.1519
C -2.531103 -0.655873 2.723464 0.0544 -0.1964 0.2792
N -2.237246 0.451532 1.960162 -0.0120 -0.0783 0.0955
B -2.824456 0.558567 0.533784 -0.0183 0.0151 -0.1005
N -2.258338 1.764870 -0.250570 0.1256 -0.1509 -0.4138
C -3.167287 2.725209 -0.628801 -0.0492 0.1649 -0.1115
C -2.505057 3.759839 -1.171734 -0.1221 0.0137 0.2756
N -1.156680 3.464512 -1.105271 -0.1433 -0.3167 -0.1295
C -1.035170 2.219714 -0.566355 -0.0668 0.0808 -0.4535
S 0.538711 1.516605 -0.364196 0.1159 -0.4239 0.6758
C -0.118540 4.343586 -1.729783 0.0455 0.0113 0.0100
C 1.090832 4.564428 -0.815116 -0.0426 0.0815 0.0268
C -0.748067 5.720058 -1.970428 -0.0139 -0.0406 -0.1046
C 0.292774 3.718375 -3.061825 0.0851 0.0276 0.0469
N -2.852405 -0.873067 -0.170385 0.2084 -0.1567 -0.0755
C -3.966096 -1.625393 0.135061 -0.1408 -0.2084 -0.0424
C -3.721357 -2.914299 -0.157645 -0.1393 0.1588 0.2949
N -2.438884 -2.995907 -0.661684 0.1324 0.3360 -0.0131
C -1.929271 -1.715236 -0.733163 0.0740 0.0330 -0.2491
S 0.066921 -1.779828 1.644229 -0.0589 -0.2455 0.1612
C -1.801852 -4.360775 -0.697381 -0.1034 -0.0030 -0.0965
C -2.824547 -5.319022 -1.316237 0.0817 -0.0994 -0.1347
C -1.535417 -4.790279 0.746017 -0.0833 -0.0871 0.0399
C -0.501496 -4.468551 -1.486493 -0.0708 0.0798 0.1848
C -1.530043 1.323058 2.727674 0.1505 0.2390 0.1200
S -1.097875 2.918833 2.334440 0.0992 0.1139 0.3225
H 1.646705 1.518385 5.393327 0.0229 0.0149 0.0193
H 1.051623 2.119925 3.833337 -0.0239 0.0677 -0.0293
H 1.306922 0.381392 4.067488 -0.0139 -0.0225 0.0009
H 0.153297 0.431627 6.973699 0.0204 -0.0009 0.0007
H -0.012774 -0.858391 5.783045 -0.0113 -0.0052 -0.0147
H -1.454307 -0.120638 6.521045 0.0001 0.0204 0.0372
H -0.360080 2.703822 6.546518 0.0192 0.0264 0.0165
H -2.004575 2.297823 6.041124 -0.0318 -0.0156 0.0038
H -0.975112 3.265644 4.980338 -0.0003 0.0702 -0.1021
H -1.942718 -1.192180 4.758039 -0.0263 -0.0090 -0.0645
H -3.068967 -1.496899 2.333629 -0.0297 -0.0329 0.0266
H -4.004629 0.782204 0.625444 -0.0073 0.1254 0.0438
H -4.215917 2.593723 -0.448541 -0.0362 0.0129 -0.0113
H -2.880443 4.690769 -1.539809 -0.0482 0.0244 -0.0470
H 0.772516 4.792490 0.202556 -0.0238 -0.0226 0.0332
H 1.648957 5.417136 -1.204070 0.0125 -0.0072 0.0249
H 1.757385 3.712274 -0.786841 0.0166 -0.0763 0.0057
H -1.240250 6.093368 -1.073160 0.0449 0.0491 0.0374
H -1.460806 5.710305 -2.794796 -0.0642 -0.0256 0.0149
H 0.042557 6.418431 -2.235715 0.0171 -0.0092 -0.0422
H 0.799762 2.768222 -2.899851 0.0122 -0.0478 -0.0018
H 0.975228 4.387477 -3.587493 0.0214 0.0124 -0.0038
H -0.580522 3.546172 -3.691779 -0.0326 0.0185 -0.0128
H -4.848692 -1.172407 0.545897 -0.0249 0.0063 0.0390
H -4.348546 -3.775178 -0.024048 0.0082 0.0817 0.0082
H -3.658271 -5.536513 -0.648194 0.0393 -0.0125 -0.0461
H -2.320372 -6.262980 -1.520529 -0.0157 -0.0436 -0.0050
H -3.212056 -4.930990 -2.259140 -0.0005 0.0156 -0.0080
H -2.401347 -4.593467 1.378165 -0.0356 -0.0382 0.0313
H -0.687642 -4.259516 1.163177 0.0884 0.0839 0.0336
H -1.332560 -5.863640 0.761983 0.0048 0.0246 -0.0055
H -0.681679 -4.446027 -2.551566 0.0032 0.0796 -0.2456
H -0.072303 -5.444336 -1.245609 0.0030 0.0522 0.0006
H 0.210877 -3.694819 -1.225111 0.0553 0.1137 0.0323
C 5.026864 -1.345112 -1.030798 -0.0659 0.0083 -0.0843
Si 3.562771 -0.949805 -2.138694 -0.0790 0.0984 -0.0333
C 3.695680 -2.028349 -3.669229 0.0034 0.0832 0.1423
C 3.661858 0.864037 -2.629380 0.0141 -0.1451 0.0201
O 2.106421 -1.218980 -1.437914 0.0571 -0.5220 -0.0163
H 5.927141 -1.422711 -1.643949 0.0513 0.0254 -0.0381
H 4.898264 -2.291393 -0.505946 0.0130 -0.0345 -0.0404
H 5.198218 -0.570319 -0.281487 -0.0182 0.0194 0.0233
H 4.675459 -1.910805 -4.134288 0.0704 0.0076 -0.0308
H 2.941689 -1.767138 -4.409923 -0.0609 0.0330 -0.0495
H 3.568203 -3.083140 -3.422404 -0.0026 -0.0517 0.0435
H 4.689521 1.154777 -2.853913 0.0502 0.0180 -0.0353
H 3.297377 1.506184 -1.824843 -0.0101 0.0030 0.0820
H 3.053286 1.068711 -3.511080 -0.0435 0.0043 -0.0477
C 2.948724 1.973729 1.677536 0.0176 -0.0113 0.0067
C 3.262270 0.521655 1.739219 0.0183 0.0941 0.0220
N 2.623235 -0.498911 1.194847 -0.0170 0.2136 -0.1434
C 3.280468 -1.638436 1.605449 0.0700 -0.1202 0.0997
C 4.332175 -1.307224 2.389772 -0.0499 -0.1066 0.0268
N 4.312441 0.065945 2.460761 -0.1190 -0.0242 -0.0391
H 1.874743 2.138583 1.734582 -0.0010 0.0285 -0.0138
H 3.318773 2.418339 0.752072 -0.0419 0.0040 -0.0288
H 3.421171 2.483175 2.518121 0.0394 0.0137 -0.0118
H 2.930547 -2.612445 1.313647 0.0180 0.0100 -0.0016
H 5.070068 -1.903505 2.892962 0.0214 -0.0184 -0.0012
H 4.937288 0.649230 2.986594 0.0069 0.0154 0.0280
C -2.033828 0.253538 -3.078680 -0.1989 -0.1009 0.0711
C -1.130444 -0.965277 -2.874734 -0.0466 -0.2232 0.1537
C 0.157915 -0.699111 -3.638266 -0.0229 -0.0404 0.0566
C -1.833445 -2.114595 -3.614375 -0.0938 0.0173 0.0797
N -0.817344 -1.334618 -1.425990 -0.1968 -0.0931 -0.0811
H -2.201459 0.381296 -4.151315 -0.0178 0.0014 0.0378
H -1.567173 1.154455 -2.723017 0.1912 0.4173 0.2428
H -3.009058 0.141929 -2.602153 0.0124 0.0028 0.0519
H -0.069171 -0.640928 -4.705961 -0.0035 0.0715 0.0277
H 0.859395 -1.505019 -3.474164 0.1446 -0.1534 0.0139
H 0.621405 0.235256 -3.330957 0.1075 0.1105 0.1046
H -2.173859 -1.752289 -4.586740 0.0177 -0.0274 0.0249
H -2.707850 -2.489381 -3.082642 -0.0228 -0.0021 0.0142
H -1.148393 -2.930061 -3.796949 0.1456 -0.2753 0.0214
```
Positions in Å, forces in eV/Å.

Values from the calculation:
- Spin multiplicity: 2
- HOMO (alpha / beta): -0.2224 / -0.2262 Ha
- LUMO energy (alpha / beta): 0.59 / 0.60 eV
- ⟨S²⟩: 0.7595
- Strongest force on any atom: 0.0245 hartree/bohr

2.
Density functional theory data (ωB97M-V/def2-TZVPD) for a structure of composition C3H4O4Pb at a distorted geometry.

```
12
Properties=species:S:1:pos:R:3:forces:R:3
O 0.996057 1.431793 0.249539 2.3593 -2.2873 -0.0924
C 0.850882 0.865217 1.385107 -0.6427 4.3116 -2.0022
C -0.265497 0.269338 -0.659900 -2.3976 -0.2677 -1.2026
O 1.512601 0.983369 2.411594 0.6183 -0.2230 0.9571
O -0.501452 0.738329 1.571168 -2.2785 -1.6288 1.4561
C -1.074414 -0.070358 0.466442 1.5732 -0.5616 -0.0025
H 0.169623 -0.556808 -1.239695 -0.1673 0.0406 -0.0212
H -0.625021 1.076322 -1.309640 0.9339 0.2899 0.5541
H -0.949227 -1.097756 0.836831 -0.0414 0.3078 -0.0987
Pb -0.336105 2.736656 2.772877 0.0290 -0.1934 0.2898
O 0.180412 -2.764069 -3.027241 0.0427 0.3471 0.2089
H 0.042141 -3.612032 -3.457082 -0.0288 -0.1353 -0.0464
```
Positions in Å, forces in eV/Å.

Values from the calculation:
- Spin multiplicity: 2
- Net charge: -1
- HOMO (alpha / beta): -0.0760 / -0.0760 Ha
- LUMO energy (alpha / beta): 0.92 / 0.98 eV
- ⟨S²⟩: 0.7524
- Strongest force on any atom: 0.0933 hartree/bohr